Entry 1:
83
Properties=species:S:1:pos:R:3:forces:R:3:mulliken_charge:R:1 method="wB97M-V/def2-TZVPD" total_charge=+1
C 3.848866 3.711696 -1.767356 -0.3 -0.1 0.1 -1.162
C 4.512612 3.326808 -0.448475 0.0 0.5 -0.3 -0.148
C 3.605676 3.360042 0.782450 0.1 -0.6 0.1 -1.493
C 2.231994 2.702753 0.587412 0.2 1.1 -0.2 2.475
C 1.183714 3.736937 0.160550 0.3 -0.3 -0.2 -1.609
O 1.911899 2.059055 1.849906 0.1 0.1 -0.5 -0.331
C 1.341519 0.876826 1.884943 -0.2 0.7 -0.9 -0.221
O 1.565282 0.102517 2.748680 0.0 -1.1 1.7 -0.526
C 0.390564 0.408603 0.791792 0.0 0.2 -0.5 0.606
C 0.795222 -0.732892 0.052845 -0.5 -0.2 -0.6 0.574
C 2.036125 -1.549322 0.332386 0.2 0.2 0.1 -1.525
C 3.399050 -1.075513 -0.254427 -0.1 0.1 0.2 0.750
C 4.260058 -0.353883 0.791623 0.0 -0.1 -0.1 -1.592
C 3.291407 -0.314545 -1.576247 0.7 -0.1 0.2 -1.621
C -0.056324 -1.153176 -0.978388 0.5 0.2 0.5 0.458
C 0.196998 -2.303463 -1.875215 -0.1 -0.1 0.2 -0.769
C -0.033796 -3.612758 -1.454569 0.2 0.1 -0.4 -0.193
C 0.251972 -4.613692 -2.361683 -0.1 0.1 0.2 -0.639
C 0.744226 -4.274371 -3.616008 0.1 -0.2 -0.3 -0.376
N 0.943546 -3.030928 -4.048321 -0.2 -0.1 0.7 -0.671
C 0.660182 -2.076649 -3.162492 0.0 0.2 -0.3 -0.062
N -1.207702 -0.488596 -1.209524 0.2 0.2 0.2 0.230
C -1.669831 0.538796 -0.484735 0.3 0.1 0.8 0.230
C -3.010936 1.066061 -0.883728 -0.3 -0.1 -0.6 -0.362
C -4.023268 0.004145 -1.409433 0.3 0.2 0.8 -0.802
C -5.308065 0.033983 -0.589227 -0.2 0.4 -0.5 -1.078
C -6.197177 1.249269 -0.912616 -0.1 0.0 0.5 -0.599
C -7.595584 0.829139 -1.329051 0.2 0.0 -0.6 -0.960
N -7.530158 -0.036091 -2.534809 -0.5 0.1 0.4 -0.529
C -0.862261 1.012852 0.573626 -0.3 -0.2 -0.9 0.614
P -1.544020 2.312363 1.654996 0.2 0.4 0.9 0.605
O -0.642800 2.702964 2.729139 0.3 -0.3 -0.1 -0.630
O -2.047694 3.500084 0.738407 -0.3 -0.5 -0.3 -0.459
O -2.916491 1.700701 2.209434 0.1 -0.2 -0.3 -0.482
H 4.526202 3.576666 -2.603649 0.1 0.0 -0.1 0.400
H 3.511090 4.745292 -1.770961 0.0 0.2 0.0 0.328
H 2.966534 3.105744 -1.972459 -0.1 -0.1 -0.1 0.168
H 5.006880 2.365829 -0.571541 -0.1 -0.2 0.1 0.193
H 5.308856 4.046725 -0.271033 0.2 0.0 0.1 0.458
H 4.093067 2.812922 1.586792 0.2 0.1 0.1 0.377
H 3.488090 4.388431 1.111529 -0.2 0.1 0.1 0.546
H 2.337846 1.972976 -0.207372 -0.1 -0.5 0.1 -1.261
H 0.593868 3.362926 -0.676234 -0.3 0.0 0.1 0.223
H 0.561733 4.048926 0.987090 -0.1 0.0 0.2 0.339
H 1.695233 4.616859 -0.210259 0.0 0.2 -0.1 0.626
H 1.882609 -2.568065 0.002499 -0.3 -0.1 -0.2 0.619
H 2.133560 -1.611240 1.408929 0.1 -0.1 0.2 0.038
H 3.937232 -1.990563 -0.483629 0.0 -0.2 0.0 0.689
H 4.009427 -0.657104 1.802326 -0.1 -0.1 0.2 0.278
H 5.305627 -0.611326 0.645095 0.1 0.1 -0.1 0.492
H 4.188230 0.725856 0.736221 -0.1 0.2 0.0 0.171
H 4.229217 0.214489 -1.738775 0.1 0.1 -0.1 0.559
H 2.509386 0.439734 -1.595622 -0.2 0.0 -0.1 0.115
H 3.197804 -1.005774 -2.407975 -0.3 0.0 -0.2 0.348
H -0.405841 -3.826788 -0.464642 0.0 -0.1 0.1 0.582
H 0.101364 -5.650049 -2.109866 0.0 -0.1 0.0 0.433
H 0.987751 -5.067907 -4.307679 0.0 0.0 -0.2 0.394
H 0.812739 -1.053947 -3.486528 0.1 0.1 -0.1 0.543
H -1.783178 -0.819829 -1.975931 0.0 -0.1 0.0 0.424
H -2.829132 1.809331 -1.662088 0.0 0.2 0.0 0.345
H -3.483079 1.589345 -0.069293 0.1 0.1 0.3 0.215
H -3.595266 -0.990932 -1.289730 0.0 -0.2 -0.2 0.612
H -4.250488 0.198907 -2.450694 0.0 -0.2 -0.2 0.320
H -5.069639 0.057278 0.471044 0.1 -0.3 0.2 0.364
H -5.868460 -0.866381 -0.823288 0.0 -0.2 0.1 0.531
H -6.294649 1.870411 -0.021180 0.0 0.2 0.0 0.352
H -5.769978 1.880985 -1.691121 0.1 0.0 -0.1 0.323
H -8.189772 1.716878 -1.538736 -0.1 0.1 0.2 0.439
H -8.068760 0.296407 -0.508879 -0.1 -0.1 0.1 0.407
H -7.925172 0.479825 -3.311050 0.2 0.0 -0.2 0.241
H -8.181355 -0.800268 -2.400254 0.1 -0.2 -0.1 0.216
H -3.001131 3.629301 0.837181 0.0 0.3 -0.1 0.405
H -2.713916 1.275594 3.055547 -0.3 0.0 0.1 0.374
C 0.878638 -3.897993 4.735669 0.0 0.0 0.1 -0.408
C 1.918728 -2.805953 4.595206 -0.1 0.2 0.1 0.189
O 3.043167 -3.519669 4.069383 -0.1 -0.1 0.0 -0.342
C 2.586033 -4.631522 3.444969 0.0 0.1 0.0 0.705
O 3.238246 -5.334921 2.748726 0.0 0.0 -0.1 -0.526
O 1.266345 -4.815137 3.707050 0.0 0.0 0.0 -0.353
H -0.137115 -3.550015 4.566270 0.0 -0.1 -0.1 0.302
H 0.926788 -4.403540 5.701199 0.0 0.0 0.0 0.288
H 1.627158 -2.038168 3.877404 0.0 0.0 0.0 -0.114
H 2.172667 -2.330253 5.538458 0.2 -0.1 0.0 0.327

Entry 2:
90
Properties=species:S:1:pos:R:3:forces:R:3:mulliken_charge:R:1 method="wB97M-V/def2-TZVPD" smiles="C[C@H]1COC(=O)O1.C[C@H]1COC(=O)O1.C[C@H]1COC(=O)O1.C[C@H]1COC(=O)O1.C[C@H]1COC(=O)O1.C[C@H]1COC(=O)O1.CCCC#N" e_above_lowest_ev=0.451
C -3.650814 3.230875 -0.244963 0.8 -1.2 0.3 -1.646
C -2.904164 1.874255 -0.189556 0.1 1.2 -2.0 0.467
C -1.415027 1.855885 -0.573733 0.1 2.7 -1.3 -0.168
O -0.810568 1.069117 0.377519 0.9 -1.6 1.4 0.528
C -1.705200 0.794164 1.346449 1.0 -0.7 1.7 0.402
O -1.488661 0.183526 2.364412 0.4 0.2 -1.0 -0.668
O -2.856021 1.316247 1.055383 -1.7 -0.1 2.3 -0.407
H -4.650964 3.126214 0.172962 0.1 -0.1 0.1 0.399
H -3.779727 3.437786 -1.306201 0.2 0.5 0.1 0.359
H -3.092640 3.975724 0.334739 -0.2 0.1 -0.4 0.400
H -3.415374 1.179847 -0.798791 -0.9 -0.8 -0.9 0.285
H -1.017183 2.879305 -0.447095 -0.1 -0.3 -0.2 0.177
H -1.112168 1.500771 -1.560460 -0.5 -0.1 -0.1 -0.078
C 2.249613 -2.326829 1.307239 -0.5 0.3 0.0 -1.653
C 1.373858 -1.260099 0.670807 1.7 0.2 3.0 1.584
C 2.221169 0.013923 0.527440 -0.6 -1.2 -2.2 -0.031
O 1.849979 0.298902 -0.823382 1.2 1.2 -1.2 -0.263
C 1.198463 -0.708254 -1.458567 -1.1 1.8 0.6 0.199
O 0.769880 -0.609387 -2.558618 0.4 -0.5 -0.5 -0.443
O 0.872299 -1.640407 -0.570681 0.6 -0.8 -0.8 -0.464
H 1.646938 -3.195182 1.379368 -0.2 -1.2 0.1 0.426
H 2.562180 -2.057813 2.319752 -0.1 0.2 -0.1 0.233
H 3.134313 -2.527681 0.715031 0.1 0.0 -0.2 0.470
H 0.522763 -0.996907 1.252508 -0.7 -0.1 0.9 -0.288
H 3.294405 -0.154897 0.601264 0.1 -0.2 -0.2 0.273
H 1.988152 0.860472 1.127422 -0.7 0.5 0.7 -0.260
C 1.240763 3.555191 -3.411661 1.1 2.2 0.2 -1.140
C 0.347445 3.185246 -4.518200 1.9 -1.3 -1.2 0.529
C 1.122593 3.056682 -5.846729 0.9 1.0 -0.5 -0.530
O 0.751576 1.739460 -6.345009 1.0 0.8 0.9 -0.360
C 0.207006 1.062987 -5.298229 -2.2 -3.3 -1.0 0.492
O -0.201461 -0.086832 -5.312637 1.5 2.0 -0.7 -0.532
O -0.052471 1.830673 -4.268238 -0.3 1.5 0.8 -0.088
H 0.705314 3.442128 -2.511764 -0.7 0.3 1.3 -0.146
H 1.620847 4.611610 -3.525384 -0.6 -0.9 0.2 0.370
H 2.120178 2.945823 -3.299404 0.3 -0.6 -0.4 0.493
H -0.474239 3.838892 -4.649837 -1.2 0.4 0.2 0.367
H 2.228857 3.323208 -5.721089 -1.0 -1.7 0.2 0.233
H 0.918013 3.843315 -6.583617 -0.9 -0.5 -0.1 0.343
C -2.077367 -2.943477 -3.657526 0.9 -0.5 0.1 -2.046
C -2.138192 -2.961876 -2.130946 -0.1 0.9 -2.5 1.096
C -2.480129 -1.666060 -1.396197 2.0 -2.1 1.8 0.855
O -3.815489 -1.843401 -1.032096 0.2 2.1 0.2 -0.393
C -4.146772 -3.085797 -1.243840 -4.3 -3.0 1.3 0.536
O -5.221511 -3.549441 -0.898012 1.6 0.9 -0.6 -0.629
O -3.213962 -3.812436 -1.821578 0.4 -0.3 0.5 -0.381
H -2.927551 -2.661496 -4.226114 -1.2 1.0 0.1 0.460
H -1.956143 -3.943038 -4.010603 0.1 -1.2 0.2 0.497
H -1.213847 -2.495879 -4.092741 0.7 1.1 0.1 0.355
H -1.227846 -3.344365 -1.759062 1.0 -0.7 0.4 0.015
H -2.269163 -0.808653 -1.925002 -0.1 2.0 -1.5 0.386
H -1.799839 -1.636687 -0.498648 -0.9 0.1 -0.4 -0.816
C -0.952036 -3.877747 1.249605 1.7 0.3 0.5 -0.748
C -1.058294 -5.404284 1.169060 1.4 2.5 1.0 0.185
C -2.067334 -5.798933 2.225875 1.5 -1.3 1.5 -0.497
O -3.107565 -6.197621 1.478414 -3.2 -0.7 -2.8 -0.328
C -2.808519 -6.174619 0.140871 -6.4 -2.9 -3.0 0.702
O -3.609132 -6.564175 -0.746235 3.0 1.4 3.5 -0.601
O -1.623315 -5.751935 -0.079069 2.1 0.5 0.0 -0.279
H -0.290127 -3.560799 2.103919 -1.0 -0.4 -0.4 0.483
H -1.908605 -3.380233 1.300204 -0.5 -0.2 0.4 0.520
H -0.474402 -3.409468 0.411508 0.4 -0.2 -0.8 -0.279
H -0.108387 -5.933943 1.289210 -0.1 0.3 -0.2 0.325
H -2.409850 -5.036216 2.940643 0.6 0.0 -0.3 0.289
H -1.739506 -6.714994 2.736563 0.3 0.5 0.6 0.311
C 4.424684 3.204061 1.166550 0.2 0.4 0.6 -1.327
C 3.215209 4.145461 1.032528 1.1 -0.1 1.6 0.349
C 2.408514 4.127672 -0.240230 1.1 0.8 -1.0 -0.349
O 1.052088 4.066543 0.128693 0.2 0.2 -0.4 -0.262
C 1.015497 3.795760 1.437981 0.0 0.0 -0.8 0.599
O 0.024895 3.619783 2.028633 -2.2 -0.4 1.3 -0.505
O 2.222870 3.713773 1.937955 0.6 -0.5 1.8 -0.264
H 4.846619 3.206970 2.192019 -0.2 0.7 -0.5 0.387
H 5.201159 3.510719 0.466072 0.1 -0.1 0.0 0.395
H 4.230521 2.146377 1.076523 -0.6 -0.3 -0.8 0.183
H 3.548952 5.142532 1.436602 -0.4 -0.6 -1.0 0.284
H 2.685440 3.293611 -0.860189 -0.1 -0.5 -0.3 0.165
H 2.575735 5.048287 -0.758444 0.0 0.5 -0.7 0.440
C 2.181444 -0.618652 5.203601 -0.8 -1.6 1.7 -1.616
C 0.958172 -0.106006 4.481236 1.1 -1.5 0.5 0.789
C 1.184055 1.333594 4.187039 0.4 0.1 -1.5 1.286
C 0.813043 2.079391 5.350198 -0.5 2.8 2.1 0.001
N 0.541885 2.741933 6.272915 0.5 -1.5 -1.7 -0.563
H 3.130089 -0.647546 4.714624 0.5 0.6 -0.9 0.392
H 2.019699 -1.677353 5.455604 0.0 0.2 0.2 0.420
H 2.292323 -0.087488 6.152795 0.2 0.0 0.0 0.389
H 0.067632 -0.351600 5.071944 0.1 0.5 -0.1 0.430
H 0.844923 -0.662931 3.581759 -0.2 -0.3 -1.0 -0.780
H 0.565681 1.557445 3.314974 0.0 0.7 0.3 -0.915
H 2.273834 1.507296 3.911964 -1.3 0.0 0.4 0.189

| no. | LUMO level (eV) | energy (eV) |
| --- | --- | --- |
| 1 | -4.15 | -59869.5842 |
| 2 | -0.03 | -68077.0816 |